1.
DFT (ωB97M-V with the def2-TZVPD basis set) results for 2 unconnected molecules or ions with the total composition C4H11N2S2.

Element x y z (Å)
C 0.56 -1.19 0.61
C 1.27 -0.35 -0.48
C -0.91 -0.75 -1.10
C 1.91 0.97 0.04
N -0.69 -1.58 -0.07
N 0.19 -0.08 -1.44
S -2.25 0.86 0.71
S -2.21 -0.78 -2.26
H 1.02 -2.15 0.91
H 0.28 -0.70 1.42
H 2.05 -0.97 -1.00
H 2.37 1.42 -0.85
H 2.55 0.65 0.89
H 1.04 1.59 0.42
H -1.48 -1.95 0.45
H -2.29 1.47 -0.43
H 0.31 0.81 -2.02
H -2.67 1.94 1.30
H -3.14 -1.08 -1.37

## Properties
HOMO-LUMO gap (eV): 9.76
Charge: +1


2.
DFT (ωB97M-V with the def2-TZVPD basis set) results for C4H11N3 in the gas phase.

Element x y z (Å)
H -2.21 -1.20 1.56
N -1.33 -0.66 1.83
C -1.33 0.32 1.06
N -2.57 0.72 0.61
N -0.22 0.97 0.52
C 1.09 -0.05 0.62
C 1.09 -0.88 -0.61
C 1.76 -0.07 -1.80
H -2.82 1.70 0.94
H -3.40 0.21 0.86
H -0.37 1.66 -0.24
H 1.97 0.54 0.71
H 0.77 -0.59 1.55
H 0.06 -1.15 -0.98
H 1.54 -1.85 -0.51
H 1.33 0.93 -2.10
H 2.70 0.14 -1.31
H 1.94 -0.75 -2.71

## Properties
Structure (SMILES): [H]/N=C(\N)NCCC
HOMO-LUMO gap (eV): 9.32


3.
DFT (ωB97M-V with the def2-TZVPD basis set) results for a molecular structure, C4H11N3.

Element x y z (Å)
C 1.65 -0.14 1.27
C 0.16 0.48 1.28
C -0.48 -0.13 0.03
N -1.38 -0.15 -2.52
C -2.25 -0.38 -1.35
N -1.99 -0.23 0.02
N 2.72 0.72 0.61
H 2.17 0.77 1.72
H 1.77 -0.77 2.22
H 0.26 1.55 1.07
H -0.47 0.13 2.17
H -0.01 0.34 -0.87
H -0.18 -1.21 -0.01
H -1.23 -1.03 -1.67
H -1.66 -0.60 -3.37
H -3.28 -0.09 -1.56
H 1.64 -1.01 0.66
H 2.54 1.76 0.32

## Properties
HOMO-LUMO gap (eV): 9.02


4.
DFT (ωB97M-V with the def2-TZVPD basis set) results for C4H11N3 in the gas phase.

Element x y z (Å)
N 2.81 -0.46 1.16
C 1.54 -0.23 1.68
N 0.44 -0.34 1.08
C 0.31 -0.43 -0.36
C -0.40 0.79 -0.94
C -1.89 0.78 -0.66
N -2.59 -0.17 -1.58
H 2.95 -0.17 0.21
H 3.60 -0.29 1.76
H 1.53 0.11 2.72
H 1.29 -0.44 -0.88
H -0.18 -1.37 -0.60
H -0.23 0.80 -2.01
H 0.03 1.74 -0.59
H -2.33 1.77 -0.77
H -2.08 0.47 0.36
H -3.53 0.18 -1.77
H -2.77 -1.01 -1.05

## Properties
Structure (SMILES): N/C=N\CCCN
HOMO-LUMO gap (eV): 9.93


5.
DFT (ωB97M-V with the def2-TZVPD basis set) results for 2 unconnected molecules or ions with the total composition C4H11N3.

Element x y z (Å)
H -0.42 4.43 -0.23
N -0.21 3.79 0.56
C 0.28 2.70 0.06
N 0.75 1.65 0.87
H 0.26 2.55 -1.03
H 0.59 0.66 0.65
H 0.60 1.86 1.86
C 0.92 -1.91 1.29
C -0.11 -1.47 0.54
C -0.14 -1.45 -0.92
N -1.46 -1.79 -1.50
H 0.91 -1.96 2.37
H 1.84 -2.33 0.86
H -1.00 -1.15 1.11
H 0.17 -0.48 -1.32
H 0.54 -2.18 -1.37
H -1.38 -1.89 -2.52
H -2.11 -1.03 -1.28

## Properties
Structure (SMILES): [H]/N=C/N.C=CCN
HOMO-LUMO gap (eV): 10.12


6.
DFT (ωB97M-V with the def2-TZVPD basis set) results for 2 unconnected molecules or ions with the total composition C4H11N3.

Element x y z (Å)
H 2.80 -0.93 -0.30
N 1.87 -0.59 -0.05
C 1.36 0.26 -0.81
C -0.01 0.80 -0.56
C -1.01 -0.08 -1.31
N -0.09 2.16 -1.09
H 1.84 0.66 -1.72
H -0.23 0.74 0.52
H -0.82 -0.04 -2.38
H -2.03 0.27 -1.13
H -0.93 -1.11 -0.96
H -1.03 2.52 -0.99
H 0.54 2.77 -0.58
C -0.78 -1.67 2.39
N 0.07 -0.76 2.42
H -0.78 -2.54 1.72
H -1.61 -1.63 3.09
H 0.83 -0.84 1.74

## Properties
Structure (SMILES): [H]/N=C/[C@H](C)N.C=N
HOMO-LUMO gap (eV): 10.39


7.
DFT (ωB97M-V with the def2-TZVPD basis set) results for C4H11N3 in the gas phase.

Element x y z (Å)
C 1.57 0.62 -0.90
C 1.65 -0.14 0.41
N 0.45 -0.58 1.56
C -0.61 -0.47 0.63
N -0.92 -1.65 -0.05
C -1.27 0.70 0.36
N -2.52 0.74 -0.27
H 1.33 1.67 -0.75
H 0.86 0.16 -1.59
H 2.54 0.58 -1.40
H 2.34 0.37 1.08
H 1.99 -1.15 0.23
H 0.40 0.19 2.22
H -0.30 -2.40 0.21
H -1.01 -1.57 -1.06
H -0.99 1.60 0.89
H -2.86 -0.15 -0.60
H -2.64 1.48 -0.96

## Properties
Structure (SMILES): CCN/C(N)=C/N
HOMO-LUMO gap (eV): 7.71


8.
DFT (ωB97M-V with the def2-TZVPD basis set) results for 2 unconnected molecules or ions with the total composition C4H11N3.

Element x y z (Å)
C 1.71 0.63 -1.29
C 1.21 0.43 0.11
C 2.03 0.23 1.14
H 0.07 -0.78 0.23
H 1.42 1.62 -1.66
H 1.24 -0.09 -1.98
H 2.79 0.52 -1.38
H 1.66 0.14 2.16
H 3.12 0.16 1.03
C -1.99 -0.28 0.14
N -1.46 0.85 0.56
N -0.92 -1.35 0.33
N -3.03 -0.74 -0.46
H -2.05 1.67 0.43
H -0.04 0.82 0.37
H -1.08 -2.09 -0.35
H -0.98 -1.73 1.27
H -3.71 0.00 -0.66

## Properties
HOMO-LUMO gap (eV): 8.83


9.
DFT (ωB97M-V with the def2-TZVPD basis set) results for a molecular structure, C4H11N3.

Element x y z (Å)
C -0.60 1.60 0.00
C 0.49 0.56 -0.10
C 2.50 0.32 1.00
N 1.24 0.41 1.09
N 1.06 0.22 -1.30
H 0.52 0.62 -2.06
H -1.46 1.27 -0.58
H -0.23 2.53 -0.43
H -0.91 1.76 1.03
H 3.03 0.40 0.05
H 3.06 0.13 1.91
C -0.81 -1.31 0.29
N -1.93 -1.30 -0.59
H -2.83 -1.21 -0.14
H -1.93 -2.03 -1.28
H -1.03 -0.93 1.29
H -0.29 -2.28 0.38
H 0.14 -0.76 -0.57

## Properties
HOMO-LUMO gap (eV): 7.64


10.
DFT (ωB97M-V with the def2-TZVPD basis set) results for a gas-phase ion, C4H11N3 (charge +2).

Element x y z (Å)
C 0.49 -0.29 -0.56
C 0.64 -0.73 -2.00
C 1.29 0.62 1.51
C -1.95 0.34 -0.45
N -0.12 0.40 1.83
N 1.43 -0.34 0.42
N -0.63 0.08 -0.06
H 1.05 -1.75 -1.83
H -0.21 -0.82 -2.53
H 1.37 0.00 -2.52
H 1.33 1.64 1.11
H -0.46 -0.51 2.19
H 1.94 0.67 2.37
H -2.11 1.37 -0.34
H -2.53 -0.47 -0.13
H -1.84 0.16 -1.52
H -0.88 1.03 1.94
H 2.34 -0.78 0.27

## Properties
Multiplicity: 3
HOMO-LUMO gap (spin up / spin down) (eV): 9.80 / 7.40
Charge: +2


11.
DFT (ωB97M-V with the def2-TZVPD basis set) results for C4H11N3O in the gas phase.

Element x y z (Å)
N -0.88 -0.12 2.75
C 0.39 -0.22 1.94
C -0.06 -0.69 0.53
N -0.85 0.21 -0.30
C -0.08 1.18 -1.12
C 0.60 0.51 -2.28
N 0.48 -0.81 -2.55
O 1.35 1.16 -3.02
H -0.91 -0.79 3.50
H -0.82 0.80 3.18
H 0.80 0.80 1.97
H 1.07 -0.96 2.31
H -0.81 -1.55 0.60
H 0.72 -1.15 -0.10
H -1.50 0.82 0.17
H 0.53 1.81 -0.50
H -0.78 1.78 -1.75
H 0.82 -1.32 -3.35
H -0.06 -1.44 -1.99

## Properties
Structure (SMILES): NCCNCC(N)=O
HOMO-LUMO gap (eV): 9.84


12.
DFT (ωB97M-V with the def2-TZVPD basis set) results for a molecular structure, C4H11N3O.

Element x y z (Å)
C -0.66 0.64 -0.08
C -0.83 -1.11 -0.63
C 1.65 -0.98 0.89
N 0.29 -1.80 -0.24
N -1.62 1.42 -0.77
N -0.85 0.68 1.29
C 0.76 0.96 -0.60
O 1.31 1.99 -0.31
H 0.93 -1.89 -1.03
H -1.49 1.49 -1.76
H -1.81 0.59 1.59
H -1.78 2.34 -0.36
H -0.01 0.64 1.85
H -1.02 -1.04 -1.70
H -1.72 -1.36 -0.05
H 1.04 0.38 -1.50
H 2.56 -1.26 0.36
H 1.40 -1.68 1.68
H 1.84 -0.02 1.36

## Properties
HOMO-LUMO gap (eV): 8.37


13.
DFT (ωB97M-V with the def2-TZVPD basis set) results for 2 unconnected molecules or ions with the total composition C4H11N3O.

Element x y z (Å)
N 2.53 2.43 -1.24
C 2.04 1.42 -2.13
C 1.03 0.66 -1.74
N 0.49 -0.41 -2.52
H 2.70 3.32 -1.70
H 3.38 2.14 -0.78
H 2.53 1.29 -3.08
H 0.56 0.92 -0.79
H -0.50 -0.24 -2.69
H 0.56 -1.28 -2.00
C -2.02 -1.45 3.08
N -2.01 -1.39 1.62
C -1.04 -0.69 0.99
O -0.04 -0.29 1.53
H -1.07 -1.84 3.43
H -2.82 -2.10 3.40
H -2.17 -0.46 3.53
H -2.91 -1.45 1.16
H -1.23 -0.56 -0.09

## Properties
Structure (SMILES): N/C=C/N.CNC=O
HOMO-LUMO gap (eV): 9.71


14.
DFT (ωB97M-V with the def2-TZVPD basis set) results for C4H11N3O in the gas phase.

Element x y z (Å)
C 1.95 1.17 -0.14
C 1.38 -0.09 0.43
N 0.90 -1.08 -0.81
C 0.02 -0.64 0.21
N -0.56 -1.62 1.09
N -0.90 0.46 -0.13
C -1.79 0.17 -1.24
O -1.67 0.89 1.01
H 3.02 1.06 -0.30
H 1.79 2.00 0.55
H 1.46 1.38 -1.09
H 1.88 -0.45 1.33
H 1.03 -2.09 -0.77
H -1.13 -1.18 1.80
H 0.16 -2.16 1.57
H -1.17 -0.11 -2.08
H -2.34 1.08 -1.49
H -2.49 -0.64 -1.00
H -1.52 1.84 1.06

## Properties
Structure (SMILES): C[C@@H]1N[C@]1(N)N(C)O
HOMO-LUMO gap (eV): 9.54


15.
DFT (ωB97M-V with the def2-TZVPD basis set) results for 2 unconnected molecules or ions with the total composition C4H11N3O.

Element x y z (Å)
C -0.46 -0.62 -0.98
C -1.46 -0.56 0.96
C 0.26 -1.93 -0.71
C 0.22 0.60 -0.68
N 1.17 1.93 0.95
N 0.63 1.46 -1.67
O -1.01 -0.74 2.24
N 0.20 0.97 0.59
H -0.65 0.11 2.55
H -1.02 -0.61 -1.91
H 1.94 1.49 1.46
H 0.73 2.62 1.55
H 0.97 1.05 -2.52
H 1.14 2.27 -1.34
H -2.12 0.29 0.80
H -1.88 -1.51 0.65
H -0.44 -2.77 -0.62
H 0.95 -2.18 -1.53
H 0.84 -1.88 0.21

## Properties
HOMO-LUMO gap (eV): 8.78


16.
DFT (ωB97M-V with the def2-TZVPD basis set) results for C4H11N3O in the gas phase.

Element x y z (Å)
C -2.48 1.39 1.00
C -0.99 0.99 1.15
N -0.20 1.96 0.40
C -0.98 -0.63 0.56
N 0.47 -1.04 0.29
C 1.18 -0.99 -0.93
N 2.55 -1.12 -0.76
O 0.54 -0.97 -1.94
H -2.52 2.33 1.62
H -2.68 1.67 -0.07
H -3.08 0.46 1.12
H -0.68 0.91 2.17
H 0.75 2.21 0.62
H -0.16 1.71 -0.62
H -1.42 -0.43 -0.48
H -1.65 -1.22 1.20
H 0.98 -0.95 1.13
H 2.95 -1.15 0.18
H 3.14 -0.92 -1.57

## Properties
Structure (SMILES): C[C@H](N)CNC(N)=O
HOMO-LUMO gap (eV): 9.45


17.
DFT (ωB97M-V with the def2-TZVPD basis set) results for 2 unconnected molecules or ions with the total composition C4H11N3O.

Element x y z (Å)
C -1.83 -0.74 -0.34
C -0.42 -0.29 -0.04
C 0.90 -0.78 -0.57
C 0.53 0.61 -0.95
H -2.46 0.82 1.01
H -3.40 0.11 -0.18
H -2.23 -0.86 -1.51
H -2.05 -1.55 0.49
H 0.53 -0.81 1.71
H 0.34 0.72 1.67
H 0.89 -1.46 -1.61
H 2.82 -0.05 -0.02
H 2.32 -2.12 0.22
H 0.13 0.78 -1.89
H 1.22 2.32 0.49
N -2.44 0.63 -0.03
N -0.24 -0.07 1.43
N 1.99 -0.76 0.29
O 1.46 1.33 -0.10

## Properties
HOMO-LUMO gap (eV): 9.00


18.
DFT (ωB97M-V with the def2-TZVPD basis set) results for C4H11N3O in the gas phase.

Element x y z (Å)
H 3.06 0.03 0.57
N 2.79 -0.87 0.12
N 1.83 -0.82 -0.61
C 1.14 0.44 -0.86
N 1.34 1.36 0.24
O -0.16 0.24 -1.32
C -1.17 -0.35 -0.48
C -0.70 -1.55 0.33
C -1.85 0.70 0.41
H 1.65 0.86 -1.74
H 1.01 2.29 0.00
H 0.84 1.05 1.07
H -1.90 -0.69 -1.22
H -1.56 -2.04 0.77
H -0.03 -1.25 1.14
H -0.17 -2.25 -0.31
H -2.04 1.61 -0.15
H -2.81 0.30 0.75
H -1.26 0.94 1.29

## Properties
Structure (SMILES): [H]/N=N\[C@H](N)OC(C)C
HOMO-LUMO gap (eV): 9.61


19.
DFT (ωB97M-V with the def2-TZVPD basis set) results for C4H11N3O in the gas phase.

Element x y z (Å)
C -1.22 -1.42 -0.08
C -0.94 0.11 0.24
C -0.59 0.82 -0.90
N -1.16 2.23 -1.02
N -0.08 0.47 1.36
C 1.06 -0.12 1.46
N 1.54 -0.95 0.46
O 2.96 -0.84 0.51
H -1.21 -1.97 0.79
H -0.37 -1.84 -0.63
H -2.05 -1.54 -0.79
H -1.92 0.57 0.61
H -1.16 0.30 -1.77
H 0.49 0.77 -1.05
H -0.61 2.96 -0.31
H -1.07 2.85 -1.85
H 1.70 -0.02 2.32
H 1.43 -0.72 -0.46
H 3.20 -1.66 1.12

## Properties
Structure (SMILES): C[C@H](CN)/N=C\NO
HOMO-LUMO gap (eV): 9.81


20.
DFT (ωB97M-V with the def2-TZVPD basis set) results for C4H11N3O in the gas phase.

Element x y z (Å)
N -1.34 1.43 0.28
C -0.67 1.13 -1.01
C -0.74 -0.36 -1.07
C 0.40 -1.03 -0.23
N -0.16 -1.12 1.14
C 1.61 -0.17 -0.16
N 2.33 0.09 0.81
O 2.16 -0.40 2.00
H -0.65 1.69 1.01
H -2.05 2.18 0.13
H -1.28 1.58 -1.79
H 0.31 1.63 -1.16
H -0.71 -0.80 -2.09
H -1.77 -0.47 -0.60
H 0.72 -1.95 -0.63
H -1.11 -0.71 1.19
H -0.27 -2.11 1.34
H 1.96 0.23 -1.14
H 1.25 -0.83 1.97

## Properties
Structure (SMILES): NCC[C@H](N)/C=N\O
HOMO-LUMO gap (eV): 9.55


Quick rundown of ΔE to the lowest compared entry with this formula, charge and spin, same order as above: 0.00, 60.20, 242.85, 34.96, 51.43, 49.87, 65.80, 87.82, 124.33, 31.44, 38.04, 119.08, 43.63, 95.02, 115.04, 34.96, 201.06, 65.23, 122.49, 92.38 kcal per mole